Entry 1:
Below is an isolated molecule of C2H10OSi3 in a non-equilibrium geometry, with properties calculated with wB97M-V/def2-TZVPD.

Summary:
* F_max: 0.116 hartree/bohr
* highest occupied orbital energy: -7.38 eV
* gap between HOMO and LUMO: 7.8427 eV
* spin multiplicity: 1
* ΔE to the lowest compared entry with this formula, charge and spin: 2.165 eV
* E: -1025.734756 Ha

Geometry (Å):
C (1.471, 0.171, -0.013)
C (1.089, -1.262, -0.451)
O (0.170, 0.908, -0.228)
Si (-2.820, -0.443, 0.492)
Si (3.206, 0.630, 0.453)
Si (-1.534, 1.189, -0.672)
H (1.757, -2.012, -0.047)
H (0.853, -1.289, -1.504)
H (0.200, -1.506, 0.150)
H (-1.742, -1.430, 0.734)
H (-3.987, -0.692, -0.374)
H (-3.211, 0.212, 1.689)
H (3.363, 1.945, 1.151)
H (4.437, -0.080, 0.328)
H (-1.741, 2.318, 0.317)
H (-1.511, 1.342, -2.025)


Entry 2:
Below is a structure of composition C40H90F12KN2O26S4 in a non-equilibrium geometry, with properties calculated with wB97M-V/def2-TZVPD.

Summary:
* F_max: 0.055 hartree/bohr
* charge: -1
* highest occupied orbital energy: -6.64 eV
* gap between HOMO and LUMO: 7.5825 eV
* spin multiplicity: 1
* ΔE to the lowest compared entry with this formula, charge and spin: 1.462 eV
* E: -7034.531339 Ha

Geometry (Å):
K (-1.476, 2.126, -3.389)
C (0.001, 1.961, 1.237)
F (1.236, 1.733, 0.815)
F (-0.126, 1.428, 2.443)
F (-0.171, 3.274, 1.396)
S (-1.353, 1.184, 0.174)
O (-1.857, 0.121, 0.980)
O (-2.274, 2.255, -0.103)
N (-0.459, 0.816, -1.225)
S (-0.216, -0.741, -1.060)
O (0.628, -1.070, 0.057)
O (-1.442, -1.461, -1.203)
C (0.822, -1.144, -2.582)
F (0.848, -2.432, -2.785)
F (0.202, -0.578, -3.651)
F (2.033, -0.621, -2.483)
C (-2.138, -7.505, -7.943)
F (-1.006, -7.830, -7.328)
F (-1.942, -7.242, -9.213)
F (-2.953, -8.559, -7.877)
S (-2.981, -6.032, -7.114)
O (-3.706, -5.449, -8.211)
O (-3.753, -6.543, -6.026)
N (-1.622, -5.138, -6.797)
S (-2.156, -3.807, -6.080)
O (-1.312, -2.712, -6.479)
O (-3.561, -3.516, -6.069)
C (-1.793, -4.148, -4.263)
F (-1.844, -2.957, -3.655)
F (-2.745, -4.934, -3.758)
F (-0.613, -4.751, -4.032)
C (2.711, 3.495, 3.071)
O (3.081, 3.403, 4.418)
C (4.074, 4.320, 4.799)
C (4.287, 4.270, 6.308)
O (3.328, 4.849, 7.137)
C (3.181, 6.245, 7.018)
H (3.505, 3.807, 2.385)
H (1.868, 4.191, 2.991)
H (2.414, 2.510, 2.724)
H (3.804, 5.352, 4.535)
H (5.043, 4.030, 4.372)
H (5.277, 4.762, 6.421)
H (4.456, 3.241, 6.626)
H (2.639, 6.496, 6.098)
H (4.184, 6.690, 6.896)
H (2.697, 6.667, 7.890)
C (5.856, -1.335, -0.755)
O (5.900, 0.046, -1.037)
C (4.938, 0.838, -0.354)
C (4.999, 0.776, 1.155)
O (6.130, 1.386, 1.744)
C (6.297, 2.749, 1.445)
H (6.580, -1.649, 0.010)
H (6.172, -1.888, -1.650)
H (4.849, -1.719, -0.538)
H (3.955, 0.444, -0.670)
H (4.997, 1.861, -0.723)
H (5.005, -0.251, 1.527)
H (4.070, 1.195, 1.575)
H (6.412, 2.909, 0.376)
H (7.226, 3.098, 1.902)
H (5.489, 3.306, 1.931)
C (-2.890, -3.210, 5.630)
O (-1.671, -2.625, 5.230)
C (-0.800, -3.419, 4.436)
C (-1.059, -3.267, 2.952)
O (-2.327, -3.748, 2.636)
C (-2.770, -3.490, 1.306)
H (-3.356, -2.495, 6.324)
H (-2.754, -4.031, 6.357)
H (-3.539, -3.424, 4.785)
H (-0.790, -4.467, 4.762)
H (0.184, -2.993, 4.651)
H (-0.199, -3.674, 2.393)
H (-0.990, -2.190, 2.716)
H (-3.576, -4.166, 1.006)
H (-1.990, -3.610, 0.552)
H (-3.227, -2.493, 1.293)
C (3.130, -8.564, -8.066)
O (2.778, -7.271, -8.456)
C (3.785, -6.345, -8.235)
C (3.895, -5.846, -6.808)
O (2.807, -4.960, -6.590)
C (2.891, -4.267, -5.402)
H (2.456, -9.312, -8.478)
H (3.193, -8.757, -6.988)
H (4.133, -8.780, -8.476)
H (3.621, -5.441, -8.828)
H (4.770, -6.707, -8.577)
H (4.857, -5.370, -6.585)
H (3.710, -6.676, -6.106)
H (1.909, -3.879, -5.122)
H (3.484, -3.340, -5.435)
H (3.247, -4.902, -4.585)
C (6.098, 5.218, -1.476)
O (5.184, 4.175, -1.233)
C (3.847, 4.587, -1.437)
C (3.108, 5.192, -0.238)
O (2.090, 5.986, -0.766)
C (1.332, 6.606, 0.285)
H (7.075, 4.727, -1.418)
H (6.166, 5.975, -0.682)
H (6.002, 5.709, -2.447)
H (3.291, 3.646, -1.591)
H (3.760, 5.039, -2.428)
H (3.900, 5.742, 0.311)
H (2.806, 4.385, 0.435)
H (0.415, 6.985, -0.162)
H (1.958, 7.422, 0.668)
H (1.042, 5.929, 1.094)
C (2.206, -1.059, 4.584)
O (2.583, -1.710, 5.787)
C (3.131, -0.851, 6.750)
C (2.095, -0.082, 7.565)
O (1.033, -0.875, 8.034)
C (-0.107, -0.924, 7.229)
H (1.391, -0.362, 4.799)
H (1.756, -1.834, 3.966)
H (3.055, -0.571, 4.111)
H (3.873, -0.161, 6.336)
H (3.635, -1.514, 7.460)
H (1.705, 0.812, 7.070)
H (2.571, 0.250, 8.494)
H (-0.722, -1.787, 7.468)
H (0.096, -0.982, 6.156)
H (-0.762, -0.034, 7.294)
C (-9.942, 0.386, -2.421)
O (-8.613, 0.500, -1.982)
C (-8.204, -0.530, -1.138)
C (-7.416, 0.046, 0.005)
O (-6.099, 0.378, -0.391)
C (-5.453, 1.245, 0.486)
H (-10.208, 1.310, -2.930)
H (-10.595, 0.300, -1.543)
H (-10.098, -0.457, -3.100)
H (-7.581, -1.276, -1.640)
H (-9.050, -1.024, -0.644)
H (-7.302, -0.577, 0.903)
H (-7.937, 0.972, 0.303)
H (-5.376, 0.774, 1.477)
H (-5.975, 2.197, 0.663)
H (-4.463, 1.461, 0.096)
C (-3.361, 2.673, 2.756)
O (-4.172, 2.523, 3.886)
C (-3.513, 2.282, 5.080)
C (-2.500, 3.336, 5.509)
O (-1.248, 3.214, 4.870)
C (-0.203, 3.870, 5.529)
H (-3.858, 3.147, 1.908)
H (-2.897, 1.741, 2.418)
H (-2.528, 3.382, 2.887)
H (-2.920, 1.344, 5.153)
H (-4.238, 2.118, 5.878)
H (-2.400, 3.274, 6.601)
H (-2.887, 4.323, 5.202)
H (0.676, 3.732, 4.905)
H (-0.048, 3.474, 6.538)
H (-0.328, 4.964, 5.595)
C (-4.515, 0.614, -2.862)
O (-3.580, 0.207, -3.822)
C (-4.089, 0.107, -5.152)
C (-3.780, 1.333, -6.028)
O (-2.406, 1.623, -5.989)
C (-1.561, 0.797, -6.815)
H (-5.561, 0.344, -3.031)
H (-4.541, 1.700, -2.647)
H (-4.258, 0.158, -1.906)
H (-5.158, -0.111, -5.089)
H (-3.602, -0.753, -5.623)
H (-4.352, 2.177, -5.637)
H (-4.128, 1.061, -7.033)
H (-1.252, -0.089, -6.257)
H (-0.641, 1.375, -6.927)
H (-2.065, 0.611, -7.757)


Entry 3:
Below is a cluster of 2 separate species, C4H5I in total in a non-equilibrium geometry, with properties calculated with wB97M-V/def2-TZVPD.

Summary:
* F_max: 0.066 hartree/bohr
* highest occupied orbital energy: -9.56 eV
* gap between HOMO and LUMO: 10.2094 eV
* spin multiplicity: 1
* ΔE to the lowest compared entry with this formula, charge and spin: 2.003 eV
* E: -452.974597 Ha

Geometry (Å):
C (-0.238, -0.156, -1.311)
C (-0.451, -1.062, -2.087)
C (-1.187, 1.844, 0.148)
C (-0.372, 1.154, -0.659)
I (3.161, -2.811, 3.114)
H (-0.199, -2.055, -2.578)
H (-2.090, 1.468, 0.576)
H (-0.855, 2.808, 0.466)
H (1.630, -2.952, 3.122)
H (0.602, 1.762, -0.790)


Entry 4:
Below is a cluster of 2 separate species, C4H10NO2 in total in a non-equilibrium geometry, with properties calculated with wB97M-V/def2-TZVPD.

Summary:
* F_max: 0.087 hartree/bohr
* charge: -1
* highest occupied orbital energy: -3.63 eV
* gap between HOMO and LUMO: 5.7396 eV
* spin multiplicity: 1
* ΔE to the lowest compared entry with this formula, charge and spin: 7.550 eV
* E: -363.446959 Ha

Geometry (Å):
C (0.619, 0.670, -1.748)
N (0.191, 1.122, -0.464)
C (0.496, 0.077, 0.388)
C (-0.311, -1.333, 0.362)
O (0.075, -2.128, -0.607)
C (0.308, 0.522, 1.905)
O (0.873, -0.221, 2.831)
H (1.704, 0.682, -1.875)
H (0.387, -0.388, -1.990)
H (0.133, 1.205, -2.613)
H (1.536, -0.297, 0.287)
H (-1.826, 0.540, -0.867)
H (-0.088, -1.786, 1.340)
H (-1.381, -1.062, 0.340)
H (-2.436, 0.283, -1.222)
H (0.548, 1.612, 1.949)
H (-0.829, 0.502, 1.986)


Entry 5:
Below is a cluster of 3 separate species, C3H13NO2S in total in a non-equilibrium geometry, with properties calculated with wB97M-V/def2-TZVPD.

Summary:
* F_max: 0.035 hartree/bohr
* highest occupied orbital energy: -8.75 eV
* gap between HOMO and LUMO: 9.3471 eV
* spin multiplicity: 1
* ΔE to the lowest compared entry with this formula, charge and spin: 0.883 eV
* E: -725.488926 Ha

Geometry (Å):
C (2.034, 0.795, -1.551)
N (1.131, -0.057, -0.751)
C (0.059, 0.703, -0.142)
C (-0.896, -0.269, 0.547)
S (-0.215, -1.433, 1.793)
H (2.857, 1.109, -0.915)
H (1.489, 1.571, -2.080)
H (2.484, 0.124, -2.288)
H (0.767, -0.800, -1.324)
H (0.436, 1.382, 0.618)
H (-0.555, 1.271, -0.853)
H (-1.643, 0.170, 1.208)
H (-1.426, -0.812, -0.236)
H (0.786, -2.083, 1.236)
H (0.883, 2.296, 2.874)
H (-0.005, 1.065, 3.119)
O (-0.034, 1.999, 2.874)
H (-3.006, -2.643, -0.699)
H (-2.811, -2.050, -2.108)
O (-2.334, -2.337, -1.323)


Entry 6:
Below is an isolated molecule of C2H4O3S in a non-equilibrium geometry, with properties calculated with wB97M-V/def2-TZVPD.

Summary:
* F_max: 0.119 hartree/bohr
* highest occupied orbital energy: -10.48 eV
* gap between HOMO and LUMO: 10.8986 eV
* spin multiplicity: 1
* ΔE to the lowest compared entry with this formula, charge and spin: 2.680 eV
* E: -702.395067 Ha

Geometry (Å):
C (-0.432, 0.620, -0.434)
C (0.772, -0.136, 0.413)
O (1.458, -0.022, -2.292)
O (1.947, 1.901, -0.863)
O (0.658, -1.586, 0.632)
S (1.142, 0.692, -1.139)
H (-1.007, -0.132, -0.812)
H (-0.923, 1.349, 0.195)
H (0.838, 0.467, 1.255)
H (1.589, -1.939, 0.568)


Entry 7:
Below is a cluster of 4 separate species, C25H27IO3 in total in a non-equilibrium geometry, with properties calculated with wB97M-V/def2-TZVPD.

Summary:
* F_max: 0.110 hartree/bohr
* highest occupied orbital energy: -8.78 eV
* gap between HOMO and LUMO: 8.4085 eV
* spin multiplicity: 1
* E: -1492.052647 Ha

Geometry (Å):
C (2.545, 6.260, 0.658)
C (1.631, 6.659, -0.387)
C (1.357, 5.531, -1.527)
C (0.365, 4.462, -0.855)
C (-1.135, 5.066, -1.014)
C (-2.090, 4.525, 0.182)
O (-3.052, 3.768, -0.095)
I (-1.615, 5.161, 2.225)
O (0.481, 3.110, -1.370)
C (1.401, 2.370, -0.559)
O (1.146, 1.974, 0.606)
H (2.095, 6.247, 1.721)
H (3.615, 5.950, 0.430)
H (1.091, 7.660, -0.430)
H (0.884, 6.004, -2.466)
H (2.384, 5.099, -1.820)
H (0.557, 4.410, 0.282)
H (-1.102, 6.217, -0.914)
H (-1.586, 4.816, -2.046)
H (2.450, 2.172, -0.986)
C (-1.092, -1.247, 1.344)
C (-1.886, -2.371, 1.136)
C (-2.114, -2.833, -0.157)
C (-1.540, -2.175, -1.241)
C (-0.744, -1.053, -1.033)
C (-0.523, -0.586, 0.259)
H (-0.917, -0.885, 2.352)
H (-2.327, -2.887, 1.982)
H (-2.738, -3.705, -0.320)
H (-1.714, -2.538, -2.249)
H (-0.295, -0.542, -1.879)
H (0.094, 0.293, 0.421)
C (3.221, -0.815, 4.240)
C (4.545, -0.724, 4.658)
C (5.401, 0.199, 4.065)
C (4.929, 1.038, 3.060)
C (3.604, 0.950, 2.644)
C (2.751, 0.020, 3.231)
H (2.555, -1.537, 4.701)
H (4.911, -1.374, 5.446)
H (6.435, 0.265, 4.386)
H (5.595, 1.762, 2.600)
H (3.235, 1.605, 1.862)
H (1.719, -0.052, 2.903)
C (-3.809, -7.904, -3.162)
C (-2.561, -7.289, -3.178)
C (-2.462, -5.910, -3.022)
C (-3.611, -5.147, -2.839)
C (-4.859, -5.762, -2.818)
C (-4.959, -7.140, -2.984)
H (-3.886, -8.979, -3.287)
H (-1.664, -7.885, -3.314)
H (-1.489, -5.430, -3.041)
H (-3.534, -4.072, -2.712)
H (-5.755, -5.167, -2.674)
H (-5.932, -7.619, -2.974)


- What is the E in the seventh record?
  -1492.052647 Ha


- Look up the highest occupied orbital energy of the fourth one.
  -3.63 eV